Record 1
14
Properties=species:S:1:pos:R:3:forces:R:3:mulliken_charge:R:1 method="wB97M-V/def2-TZVPD" lumo_ev=0.51 homo_energy_ev=-7.6 spin_multiplicity=1 de_lowest_kcal_mol=113.6 gap_ha=0.2988
C -0.62624 -1.34797 -0.84379 0.056 -0.170 -0.015 -0.388
C -1.36125 0.66100 0.25268 -0.108 0.014 0.044 -0.953
C -0.09620 1.37342 0.05389 0.056 -0.110 -0.196 -0.206
C 1.09113 0.74998 -0.01561 -0.146 0.008 0.065 -0.222
C 1.34716 -0.69738 0.27483 0.209 -0.002 0.063 -0.380
O 0.27532 -1.63118 0.07892 -0.192 0.077 -0.069 -0.263
H -1.40353 -2.12540 -0.76007 0.050 0.045 0.077 0.193
H -1.13744 -0.20882 -0.81371 0.013 0.430 0.344 0.346
H -2.25023 1.24468 0.02846 -0.009 0.033 0.044 0.347
H -1.47021 0.13093 1.20337 0.074 -0.176 -0.385 0.301
H -0.14531 2.43028 -0.20488 0.092 -0.162 -0.019 0.324
H 1.98905 1.31658 -0.25971 -0.184 -0.076 0.053 0.343
H 1.60025 -0.84042 1.32907 0.103 0.070 -0.025 0.257
H 2.18752 -1.05571 -0.32346 -0.014 0.019 0.020 0.301



Record 2
17
Properties=species:S:1:pos:R:3:forces:R:3:mulliken_charge:R:1 method="wB97M-V/def2-TZVPD" lumo_ev=1.14 homo_energy_ev=-9.4 spin_multiplicity=1 de_lowest_kcal_mol=38.0 gap_ha=0.3888
C 2.06623 0.81053 -0.18448 0.047 -0.128 -0.036 -1.335
C 1.14812 -0.34640 0.10849 0.209 0.713 -0.382 0.131
O 0.46042 -0.15922 1.35055 0.113 -0.164 0.131 -0.498
C -0.62825 -0.92002 0.80443 -0.537 0.292 0.002 0.081
C -1.82910 0.03983 0.63949 0.013 -0.217 0.087 -0.803
C -1.27987 0.41296 -0.77470 0.048 0.068 0.020 -0.687
C -0.16069 -0.64919 -0.63626 0.268 -0.267 -0.028 -0.169
H 1.53932 1.77235 -0.19302 -0.064 -0.298 -0.022 0.303
H 2.82680 0.85918 0.60293 0.004 0.013 -0.238 0.331
H 2.53235 0.65285 -1.15653 0.210 0.112 0.008 0.351
H 1.66282 -1.31856 0.16866 0.393 0.257 -0.182 0.318
H -0.54534 -1.93912 1.17069 -0.911 -0.141 0.383 0.487
H -1.82724 0.85586 1.37257 0.019 -0.325 -0.104 0.264
H -2.81214 -0.42997 0.61838 0.015 -0.024 -0.039 0.291
H -1.98665 0.16299 -1.57557 0.242 0.077 0.165 0.263
H -0.95231 1.44582 -0.91607 -0.043 -0.085 0.088 0.276
H -0.11487 -1.42035 -1.40885 -0.027 0.117 0.149 0.395



Record 3
74
Properties=species:S:1:pos:R:3:forces:R:3:mulliken_charge:R:1 method="wB97M-V/def2-TZVPD" lumo_ev="-2.42 / -2.39" homo_energy_ev="-5.9 / -6.6" spin_multiplicity=4 s_squared=4.01 gap_ha="0.1279 / 0.1563"
O -0.82123 -0.88487 -3.65469 -1.059 -2.175 1.697 -0.456
H -0.67872 -0.74423 -4.57381 -0.631 -0.052 -1.667 0.372
V 0.35967 0.41473 -0.34458 -2.471 -2.728 -0.387 -0.392
N 1.78882 -0.84586 -0.55510 1.745 -2.259 -0.793 1.592
N -0.57217 -1.41411 0.02484 0.870 -2.301 -0.243 0.964
N 1.14344 1.94440 0.13009 0.667 3.286 0.862 0.911
N -1.20188 1.26771 0.55285 -0.271 2.310 1.132 0.918
O 2.97290 -0.35203 -0.87346 -0.452 -0.693 0.027 -1.008
O 2.43873 2.23710 -0.26234 0.342 0.798 0.079 -0.604
O -2.35756 0.68989 0.93767 -0.706 0.062 0.273 -0.756
O -1.74710 -1.62927 0.58497 -0.436 -0.225 -0.210 -0.876
C 0.18097 -2.50339 -0.26321 -2.286 1.480 0.983 0.291
C 1.49321 -2.17425 -0.66934 1.730 2.155 -0.085 -0.054
C 0.36224 2.94142 0.64962 1.047 -0.652 0.080 0.135
C -0.92536 2.49086 1.05618 -0.343 -1.881 -0.575 0.474
C 2.50980 -3.11955 -1.18924 -0.304 -0.078 0.022 -1.661
H 2.50204 -3.13064 -2.27847 0.084 0.021 -0.161 0.241
H 2.31846 -4.12581 -0.84323 0.027 -0.275 0.070 0.488
H 3.48467 -2.80320 -0.86397 0.481 0.132 0.069 0.342
C -0.37151 -3.87315 0.00894 0.487 -0.002 -0.389 -1.311
H -1.37671 -4.00603 -0.40202 0.098 0.219 0.138 0.274
H -0.41246 -4.07367 1.08345 -0.130 0.165 -0.044 0.061
H 0.28364 -4.61595 -0.44254 -0.030 -0.122 0.006 0.530
C 0.88230 4.30392 0.90543 0.186 0.718 0.086 -1.407
C -1.76529 3.13490 2.11048 -0.102 0.398 0.182 -1.447
H 1.63400 4.55826 0.14325 -0.200 -0.028 0.319 0.400
H 1.36198 4.35125 1.90321 -0.188 0.110 -0.542 -0.002
H 0.07796 5.06840 0.88339 0.419 -0.504 0.004 0.425
H -2.74309 2.66100 2.23094 0.279 -0.054 -0.267 0.353
H -1.92786 4.19549 1.89938 0.052 -0.040 0.032 0.421
H -1.25120 3.07239 3.08302 -0.027 0.041 -0.214 0.105
H 2.82501 1.35947 -0.57054 -0.482 -0.082 0.270 0.451
H -2.20026 -0.37019 0.80669 0.205 0.138 -0.062 0.404
C -2.66489 -0.70464 -3.15108 0.118 0.434 -0.062 -0.329
H -3.07902 -1.46602 -3.84109 0.670 1.327 -0.355 0.282
H -2.30419 0.31087 -3.19891 -1.346 0.440 -1.170 0.363
H -3.26379 -0.78542 -2.20300 2.099 -0.913 0.302 0.262
O 0.34573 0.77278 -2.22695 0.817 1.329 -3.116 -0.968
H -0.16341 -0.23708 -3.22525 0.317 1.163 2.100 0.388
H 0.92814 1.42630 -2.74234 -1.124 -1.506 1.576 0.113
C 0.96312 3.84450 5.61355 -0.084 -0.373 -0.152 -0.640
C 1.75512 3.84731 4.46141 0.259 -0.177 -0.076 -0.417
C 1.92341 2.67019 3.71919 -0.415 0.006 0.332 -0.924
C 1.23261 1.50787 4.10604 0.506 -0.435 -0.042 0.544
C 0.49175 1.48587 5.28216 -0.166 0.440 0.145 -0.465
C 0.34466 2.65609 6.03115 0.231 0.311 -0.159 -0.529
Sb 1.41496 -0.21102 2.80942 -0.021 0.226 -0.891 0.627
C 3.34627 -0.88958 3.49543 -0.542 -0.015 0.215 0.315
C 4.36561 -1.06843 2.55400 0.218 -0.086 0.266 -0.532
C 5.65487 -1.40301 2.99412 -0.142 0.018 0.194 -0.534
C 5.91572 -1.55043 4.36405 -0.400 0.086 -0.247 -0.501
C 4.88259 -1.37139 5.29485 -0.082 0.021 -0.168 -0.616
C 3.59128 -1.04045 4.86372 0.735 -0.182 -0.158 -0.348
C -0.02664 -1.65011 3.52222 0.663 0.094 0.448 0.581
C 0.33623 -3.00230 3.57258 -0.518 -0.136 0.312 -0.960
C -0.60192 -3.95274 4.01261 0.091 0.306 -0.169 -0.420
C -1.88325 -3.54344 4.40810 0.324 0.089 -0.097 -0.558
C -2.23289 -2.19010 4.34880 0.215 -0.090 -0.221 -0.665
C -1.31502 -1.24618 3.87553 -0.084 -0.397 0.206 -0.212
H 0.83946 4.76345 6.18497 -0.003 -0.232 -0.094 0.382
H 2.26568 4.76455 4.13486 -0.248 -0.416 0.244 0.450
H 2.58546 2.66166 2.84409 -0.365 -0.003 0.250 0.559
H 0.02334 0.56098 5.62181 0.024 0.239 -0.113 0.399
H -0.25039 2.64540 6.94068 0.094 0.017 -0.104 0.398
H 4.16586 -0.93674 1.48488 0.028 -0.028 0.322 0.366
H 6.45441 -1.54352 2.26128 -0.251 0.053 0.279 0.390
H 6.92102 -1.80374 4.70201 -0.269 0.065 -0.070 0.355
H 5.07910 -1.48564 6.36178 -0.001 0.020 -0.272 0.369
H 2.79472 -0.89566 5.59375 0.169 -0.018 -0.162 0.349
H 1.34598 -3.32290 3.28815 -0.370 0.135 0.135 0.394
H -0.31816 -5.00968 4.04535 -0.164 0.372 0.026 0.402
H -2.60281 -4.28573 4.75860 0.195 0.247 -0.079 0.360
H -3.22382 -1.86375 4.66045 0.167 -0.109 -0.102 0.397
H -1.61039 -0.19976 3.79388 0.056 -0.205 0.034 0.397



| no. | calculated total energy (eV) |
| --- | --- |
| 1 | -7357.3284 |
| 2 | -8429.5905 |
| 3 | -79027.1250 |